The following is a quantum chemistry calculation of a single C5H5N molecule in a non-equilibrium geometry, from the OMol25 dataset.

Computed properties:
Structure (SMILES) ... C#CN=C1CC1
Energy relative to the best compared isomer or geometry (same formula, charge and spin) ... 465.5 kJ/mol
E ... -6751.083 eV

Atoms and positions in Å:
1 C 3.07838 0.56059 -0.04432
2 C 1.98553 -0.00187 -0.07809
3 N 0.91322 -1.02805 0.02436
4 C -0.25385 -0.58216 -0.07547
5 C -1.72551 -0.75064 -0.00974
6 C -1.05988 0.64377 -0.06530
7 H 3.85481 1.24409 0.17111
8 H -2.12185 -1.31556 -0.88394
9 H -2.16597 -1.13493 1.03247
10 H -1.24089 1.23490 0.93788
11 H -1.26398 1.12987 -1.00896



The following is a quantum chemistry calculation of a single C5H5N molecule, from the OMol25 dataset.

Computed properties:
Energy relative to the best compared isomer or geometry (same formula, charge and spin) ... 390.0 kJ/mol
E ... -6751.866 eV

Atoms and positions in Å:
1 C -0.25174 1.30125 0.12962
2 C -1.20122 0.34866 -0.08307
3 C -0.84605 -1.04661 0.01670
4 N 0.36284 -1.47273 0.17271
5 C 1.36056 -0.46570 0.12510
6 C 1.16031 0.97525 0.22743
7 H -0.54663 2.34702 0.21139
8 H -2.24220 0.60733 -0.26755
9 H -1.64166 -1.79324 0.01384
10 H 2.35431 -0.85459 0.34658
11 H 1.46034 -0.06573 -0.94772



The following is a quantum chemistry calculation of a molecular structure, C5H5N in a non-equilibrium geometry, from the OMol25 dataset.

Computed properties:
Energy relative to the best compared isomer or geometry (same formula, charge and spin) ... 609.7 kJ/mol
E ... -6749.589 eV

Atoms and positions in Å:
1 C -0.24404 1.03064 0.19752
2 C 1.06610 -0.07788 0.26484
3 C 0.42444 0.43940 -0.96681
4 N -0.40836 -0.81168 -1.12826
5 C -1.11613 -0.13790 0.46726
6 C -0.06414 -1.11888 0.25503
7 H -0.46234 2.08262 0.39530
8 H 2.09511 -0.11446 0.62591
9 H 0.87106 1.02532 -1.76228
10 H -2.04107 -0.16678 1.05808
11 H -0.12315 -2.14585 0.59755



The following is a quantum chemistry calculation of 2 unconnected molecules or ions with the total composition C5H5N2 in a non-equilibrium geometry, from the OMol25 dataset.

Computed properties:
Charge ... +1
Energy relative to the best compared isomer or geometry (same formula, charge and spin) ... 198.8 kJ/mol
E ... -8234.386 eV

Atoms and positions in Å:
1 C -2.77218 -0.15872 -0.29035
2 C 0.98999 -1.56921 0.29467
3 C 1.21162 1.01369 -0.79325
4 C 0.83185 0.81350 0.49882
5 C 0.69291 -0.42778 1.04118
6 N 1.31106 -2.49510 -0.28469
7 N -1.90867 -0.08926 0.41018
8 H -3.41872 -0.40618 -1.09882
9 H 1.00433 2.00565 -1.40856
10 H 1.58309 0.31798 -1.52247
11 H 0.38901 1.54822 1.15211
12 H 0.08570 -0.55279 2.00119



The following is a quantum chemistry calculation of a gas-phase ion, C5H5N2O (charge +1) in a non-equilibrium geometry, from the OMol25 dataset.

Computed properties:
Charge ... +1
Structure (SMILES) ... C=N/C=C\C=[N+]=C=O
Energy relative to the best compared isomer or geometry (same formula, charge and spin) ... 125.5 kJ/mol
E ... -10283.837 eV

Atoms and positions in Å:
1 C 1.57450 1.97254 0.09746
2 N 1.64528 0.75681 -0.11616
3 C 1.50124 -0.48674 -0.15394
4 C 0.35816 -1.31609 -0.01337
5 C -1.02397 -1.20103 0.12314
6 N -1.82139 -0.13178 -0.06317
7 C -2.99038 0.18571 -0.05297
8 O -3.93635 0.81476 -0.04673
9 H 1.56946 2.53025 -0.85475
10 H 1.68800 2.30040 1.03932
11 H 2.37958 -0.97720 -0.30989
12 H 0.72988 -2.42223 0.07410
13 H -1.67403 -2.02539 0.27697



The following is a quantum chemistry calculation of a single C5H5N3 molecule in a non-equilibrium geometry, from the OMol25 dataset.

Computed properties:
Structure (SMILES) ... C=C/C(C#N)=N\N=C
Energy relative to the best compared isomer or geometry (same formula, charge and spin) ... 346.0 kJ/mol
E ... -9731.903 eV

Atoms and positions in Å:
1 C 2.28114 -0.22618 -0.31292
2 C 1.37050 -0.34578 0.66637
3 C -0.18483 -0.25436 0.55366
4 C -0.77887 -0.24950 1.93379
5 N -1.59697 0.03683 2.77205
6 N -0.96024 -0.12241 -0.55117
7 N -0.14905 -0.06474 -1.75384
8 C -0.53577 0.95926 -2.51120
9 H 2.26540 0.00447 -1.33012
10 H 3.37687 -0.38730 -0.04166
11 H 1.74196 -0.52650 1.72992
12 H -1.33801 1.59162 -2.07415
13 H -0.01542 1.06936 -3.53146



The following is a quantum chemistry calculation of a single C5H5N3 molecule in a non-equilibrium geometry, from the OMol25 dataset.

Computed properties:
Structure (SMILES) ... C1=C[C@@H]2C=NN=C2N1
Energy relative to the best compared isomer or geometry (same formula, charge and spin) ... 167.3 kJ/mol
E ... -9733.755 eV

Atoms and positions in Å:
1 C 1.21052 1.24069 -0.19466
2 C 0.94422 0.44071 0.86116
3 C -0.41283 -0.17791 0.65373
4 C -0.78586 -1.61082 0.56473
5 N -1.37570 -1.82320 -0.56236
6 N -1.25284 -0.69462 -1.38605
7 C -0.62672 0.19255 -0.74498
8 N 0.12483 1.29519 -1.13668
9 H 2.13595 1.76168 -0.38266
10 H 1.55434 0.26771 1.76950
11 H -1.15583 0.26748 1.34543
12 H -0.81429 -2.40352 1.32428
13 H 0.45420 1.24405 -2.11145



The following is a quantum chemistry calculation of a single C5H5N3 molecule in a non-equilibrium geometry, from the OMol25 dataset.

Computed properties:
Structure (SMILES) ... C=Cc1nccnn1
Energy relative to the best compared isomer or geometry (same formula, charge and spin) ... 270.3 kJ/mol
E ... -9732.687 eV

Atoms and positions in Å:
1 C -2.64291 -0.43266 -0.05620
2 C -1.69680 0.42531 -0.04901
3 C -0.29769 -0.07312 0.14181
4 N 0.48179 1.01467 -0.03962
5 C 1.79073 0.94427 0.11186
6 C 2.34915 -0.31628 -0.03885
7 N 1.57089 -1.39271 -0.10325
8 N 0.22096 -1.30964 0.19922
9 H -2.47863 -1.55251 -0.17396
10 H -3.60280 -0.04345 -0.00755
11 H -1.79439 1.48978 0.25671
12 H 2.56432 1.68901 -0.20705
13 H 3.53538 -0.44267 -0.03411



- The lowest E belongs to which entry?
  C5H5N2O